1.
# CH4FINP

A cluster of 2 separate species, CH4FINP in total (ωB97M-V/def2-TZVPD, OMol25).

Structure (XYZ):
```
9
Properties=species:S:1:pos:R:3:forces:R:3
C -1.03942 0.47217 0.83383 -0.947 -0.342 2.808
N -1.00196 -0.25190 -0.34823 -2.059 -3.048 -1.807
F -3.96652 -2.24795 1.02453 0.335 0.473 -1.084
P -3.71644 -1.57857 -0.45401 1.598 0.147 1.023
I -4.58770 0.56643 -0.05198 -0.215 0.401 0.090
H -1.93010 1.15990 1.00846 0.537 -0.527 -1.025
H -0.94953 0.03635 1.87088 -0.017 -0.625 -0.999
H -0.20184 1.11186 0.79743 1.121 1.408 -0.192
H -0.69976 -1.28182 -0.42647 -0.354 2.113 1.187
```
Forces are in eV/Å.

Values from the calculation:
lowest unoccupied orbital energy (spin up / spin down): -1.816 / -1.815 eV
energy relative to the best compared isomer or geometry (same formula, charge and spin): 4.029 eV
DFT total energy: -834.063543 a.u.
orbital gap (spin up / spin down): 6.2 / 6.2 eV


2.
# C23H35BrN2O4ReSe

A structure of composition C23H35BrN2O4ReSe (ωB97M-V/def2-TZVPD, OMol25).

Structure (XYZ):
```
67
Properties=species:S:1:pos:R:3:forces:R:3
Re -0.03160 -0.10060 -0.15140 -0.333 -1.068 0.601
C -0.51320 -0.96820 2.99520 -0.628 -0.317 0.576
O 0.12860 -0.07420 2.09380 -0.192 0.069 -1.231
C 1.51290 0.16770 2.36200 0.843 0.264 -0.212
C 2.40710 -0.65370 1.43030 -0.096 -0.270 1.278
O 2.07320 -0.21370 0.11510 -0.956 0.216 -0.248
C 2.68900 -0.88380 -0.98270 0.204 -0.603 -1.231
C 2.03510 -0.33880 -2.26060 0.735 0.348 0.371
O 0.61180 -0.51510 -2.22610 -0.248 0.585 1.049
C 0.06390 -1.44580 -3.15750 -0.622 -0.384 -0.511
H -0.42090 -0.58090 4.01270 0.049 0.053 -0.119
H -0.09290 -1.97750 2.95230 0.038 0.075 -0.220
H -1.56760 -0.98910 2.72210 0.132 -0.081 -0.029
H 1.75200 -0.04850 3.40540 -0.128 0.020 -0.080
H 1.66770 1.23430 2.15320 0.040 -0.221 0.193
H 2.20040 -1.73130 1.53020 0.078 0.274 -0.168
H 3.46070 -0.45990 1.64890 -0.068 0.084 -0.139
H 2.51060 -1.96640 -0.90590 0.047 0.259 0.147
H 3.76780 -0.68700 -1.00540 -0.206 0.082 0.108
H 2.45740 -0.83380 -3.13630 -0.054 0.022 0.051
H 2.20960 0.74300 -2.33180 0.007 -0.255 -0.093
H 0.16190 -1.05470 -4.17490 0.082 0.047 0.178
H -0.99350 -1.54930 -2.90970 0.155 -0.024 -0.017
H 0.54330 -2.42790 -3.09780 0.059 0.157 0.258
Br 0.05910 6.64460 0.58960 -0.018 -0.573 -0.073
C 0.03670 4.75780 0.37120 0.061 0.454 0.127
C 1.17610 4.10410 -0.08090 -0.067 0.068 -0.038
C 1.14960 2.73240 -0.25080 0.246 0.013 -0.023
C 0.00450 1.98350 0.03600 0.072 -1.149 -0.386
C -1.11530 2.66800 0.52590 -0.210 -0.272 0.042
C -1.10780 4.03780 0.69330 0.101 0.092 -0.063
H 2.07130 4.66510 -0.29680 0.080 0.064 -0.040
H 2.05480 2.24710 -0.58920 0.044 -0.011 -0.052
H -2.00240 2.11550 0.80660 -0.082 0.024 -0.012
H -1.97750 4.55160 1.06710 -0.124 0.053 0.076
C -1.70680 1.66240 -2.91470 0.347 -0.226 -0.001
N -2.91390 1.37480 -2.17190 -0.184 0.068 0.109
C -3.08310 0.54350 -1.13540 -0.705 0.106 -0.266
N -4.35440 0.34700 -0.73590 0.055 -0.065 0.217
O -2.19210 -0.08470 -0.50510 1.481 0.021 0.292
H -1.78330 2.66390 -3.33460 0.029 -0.040 0.064
H -1.58000 0.94620 -3.72910 0.072 0.068 -0.017
H -0.84060 1.62590 -2.25320 -0.148 0.095 -0.180
H -3.75790 1.75160 -2.57590 0.007 -0.027 0.111
H -5.14870 0.80630 -1.14830 0.078 -0.021 -0.024
H -4.50250 -0.21520 0.08540 -0.021 0.004 -0.066
C -0.22240 -9.20910 -0.03970 0.040 -0.324 0.015
C -0.18470 -7.72600 -0.01610 0.058 0.524 0.064
C -1.35000 -6.96030 -0.10490 0.190 -0.138 -0.077
C -1.32320 -5.58260 -0.09300 0.080 0.266 0.112
C -2.59260 -4.80010 -0.17820 -0.225 0.006 0.011
C -0.07350 -4.92880 0.01760 0.080 -0.358 0.220
Se -0.04150 -3.05600 0.06080 -0.003 1.923 -0.577
C 1.12060 -5.68130 0.12290 -0.104 0.227 0.052
C 2.47680 -5.07070 0.26480 0.184 0.120 0.042
C 1.03500 -7.05850 0.10740 -0.320 -0.097 -0.128
H -1.23280 -9.59350 -0.15080 -0.017 -0.013 0.014
H 0.21060 -9.61380 0.87630 -0.043 -0.028 0.037
H 0.38670 -9.58920 -0.86030 -0.012 -0.027 -0.057
H -2.30060 -7.46330 -0.18430 -0.155 -0.069 -0.039
H -3.45320 -5.45530 -0.26530 -0.043 -0.120 -0.015
H -2.58510 -4.13470 -1.04200 -0.021 0.055 0.028
H -2.72400 -4.19180 0.71700 -0.035 0.084 -0.028
H 2.44070 -3.98380 0.27890 0.035 -0.045 0.011
H 3.12240 -5.38810 -0.55200 0.056 -0.014 -0.073
H 2.94150 -5.41130 1.18810 0.065 0.004 0.081
H 1.94150 -7.64000 0.19050 0.139 -0.055 0.001
```
Forces are in eV/Å.

Values from the calculation:
total charge: +2
lowest unoccupied orbital energy (spin up / spin down): -8.467 / -8.283 eV
DFT total energy: -6360.947398 a.u.
orbital gap (spin up / spin down): 4.1 / 4.2 eV
spin multiplicity: 2


3.
# C11H42O10

A cluster of 10 separate species, C11H42O10 in total (ωB97M-V/def2-TZVPD, OMol25).

Structure (XYZ):
```
63
Properties=species:S:1:pos:R:3:forces:R:3
C 2.24770 -0.27222 -2.07287 -0.261 0.993 -2.948
C 3.51870 -0.56922 -2.87387 -0.541 1.898 2.599
O 4.08770 0.70778 -3.24387 -1.130 -0.900 0.428
H 1.56370 0.11278 -2.92887 0.437 -0.165 2.055
H 2.38770 0.38278 -1.21587 -0.051 0.221 -0.271
H 1.90570 -1.21422 -1.74787 -0.824 -0.962 0.594
H 3.19470 -1.22222 -3.65087 0.448 -0.364 -1.049
H 4.14670 -1.03422 -2.13287 0.916 -0.647 -0.282
H 4.68470 0.52178 -3.94187 1.047 0.038 -1.046
C 1.53670 -3.21022 0.91813 1.064 -1.282 0.386
O 2.73370 -3.48422 1.65013 0.238 0.705 0.009
H 1.67770 -3.37822 -0.12387 0.333 -0.332 -1.204
H 1.28270 -2.17822 0.96813 -0.345 0.685 0.724
H 0.80470 -3.91822 1.25213 -1.063 0.201 0.222
H 2.89870 -4.42922 1.71013 -0.244 0.067 -0.159
C 0.38870 -0.50322 3.39913 -0.472 -0.908 -1.909
O 0.97670 0.54178 4.06613 1.537 0.758 0.153
H -0.59630 -0.75022 3.73113 -0.615 -0.215 0.538
H 0.99570 -1.39122 3.42413 0.387 -0.430 0.461
H 0.27870 -0.32522 2.31313 0.022 0.355 0.236
H 0.36870 1.00378 4.61313 -0.732 0.423 0.561
C -2.55530 -3.06022 1.12513 -0.087 -1.018 -1.358
O -1.69630 -2.35422 1.99613 2.827 -2.999 -2.058
H -2.08230 -3.60422 0.22213 0.194 0.847 1.723
H -3.08430 -2.24822 0.63513 -1.289 -0.457 -0.187
H -3.16530 -3.86222 1.63713 0.290 1.171 -0.457
H -2.24830 -1.81322 2.47613 -1.872 2.211 2.082
C -1.31630 0.01878 -1.21987 -0.600 -0.134 2.145
O -0.52930 -0.67322 -0.26587 2.581 2.115 -1.484
H -1.92030 -0.72022 -1.65387 -1.455 -0.533 -1.001
H -0.78730 0.52778 -1.96587 1.575 0.168 -0.986
H -1.86830 0.83778 -0.74287 -0.503 -0.298 0.054
H -1.00530 -1.27722 0.24113 -1.588 -1.457 1.380
C 0.52470 2.19578 0.87613 -0.751 -1.051 0.502
O 0.99570 3.47778 0.78513 0.468 2.420 0.761
H 0.01470 1.83578 1.79513 0.116 1.256 -0.181
H 1.34770 1.56678 0.84313 1.469 -1.832 -0.362
H -0.10830 2.03678 0.04413 -0.904 -0.754 -0.775
H 1.79870 3.48578 0.25313 -0.204 -0.036 0.217
C -2.09730 4.26178 0.66913 -0.981 1.084 -0.721
O -3.03030 4.42978 1.71513 -1.088 0.423 -0.592
H -1.15230 4.58678 0.98913 1.617 -0.117 0.427
H -2.31130 4.98678 -0.15987 -0.380 -0.904 0.550
H -2.11630 3.23378 0.33913 0.255 -0.256 -0.447
H -2.61730 4.20978 2.53313 0.460 -0.198 0.781
C 0.17970 3.14178 -2.44487 -0.990 2.040 0.821
O 0.81470 3.83378 -3.48787 0.828 0.102 -0.052
H -0.42130 2.51378 -2.97887 -2.416 -1.807 -1.004
H -0.45730 3.90478 -1.89287 0.795 -1.266 -0.005
H 0.73270 2.44678 -1.82287 0.808 0.563 0.246
H 1.72370 3.88478 -3.23587 1.028 0.389 -0.178
C -2.74230 0.71178 2.38213 -0.210 2.084 -1.999
O -3.01530 -0.35122 3.18813 0.321 -2.208 1.038
H -2.03230 1.43478 2.86113 -1.017 -0.184 -0.555
H -3.73030 1.02078 2.04613 -0.054 1.659 0.423
H -2.35830 0.49178 1.38313 0.863 -0.897 0.411
H -2.97530 -0.01422 4.07313 -0.174 -0.227 0.778
C 0.48770 -3.21522 -3.07487 2.009 0.342 4.144
O 1.14570 -4.41822 -2.89487 -0.127 -1.041 -1.605
H -0.22130 -3.24022 -3.74587 -4.636 -1.043 -2.858
H 1.03270 -2.46422 -3.49587 2.727 2.028 -1.193
H 0.25670 -2.78622 -2.09787 -0.994 -0.017 -0.083
H 1.50670 -4.36422 -2.04087 0.936 -0.309 1.563
```
Forces are in eV/Å.

Values from the calculation:
lowest unoccupied orbital energy: 0.144 eV
energy relative to the best compared isomer or geometry (same formula, charge and spin): 5.796 eV
SMILES: CCO.CO.CO.CO.CO.CO.CO.CO.CO.CO
DFT total energy: -1196.387307 a.u.
orbital gap: 10.3 eV


4.
# C34H48N3O4PS2Se3Si3TeTi

A structure of composition C34H48N3O4PS2Se3Si3TeTi (ωB97M-V/def2-TZVPD, OMol25).

Structure (XYZ):
```
100
Properties=species:S:1:pos:R:3:forces:R:3
Ti 0.27637 -0.61610 -0.63260 0.292 -0.560 0.154
C 3.56853 -0.85798 1.24169 0.034 0.007 -0.038
O 2.51653 -1.27784 0.38428 -0.257 0.179 0.030
Si 2.32980 -2.85337 -0.18717 -0.032 -0.132 -0.288
C 4.04177 -3.52053 -0.62013 0.074 0.098 0.058
C 1.67961 -3.98115 1.14065 0.019 0.073 0.016
C 1.21579 -2.42135 -1.58599 -0.127 0.212 -0.182
Si 2.20927 -1.79008 -3.04662 -0.141 0.151 0.046
C 1.17880 -0.62063 -4.11422 0.002 -0.031 -0.056
C 3.77433 -0.79478 -2.62446 0.044 -0.044 -0.041
C 2.88582 -3.11573 -4.21475 0.040 -0.035 0.023
Si 0.12264 -3.84096 -2.14937 -0.017 0.039 0.063
C 1.14685 -5.43127 -2.34502 -0.041 -0.040 -0.006
C -1.27088 -4.31655 -1.00208 0.008 -0.065 -0.037
C -0.70858 -3.52214 -3.80955 0.028 -0.007 -0.029
H 4.49635 -0.77509 0.66276 -0.008 -0.001 0.012
H 3.69981 -1.55165 2.07157 0.003 -0.019 -0.005
H 3.31228 0.10770 1.67027 -0.015 0.003 0.009
H 4.51467 -3.94840 0.26856 -0.007 0.013 -0.009
H 4.70207 -2.74321 -1.01021 -0.016 -0.050 -0.026
H 3.97675 -4.31289 -1.36889 -0.036 -0.012 0.015
H 2.40398 -4.00922 1.95987 -0.024 -0.015 0.017
H 1.56715 -4.99920 0.75598 -0.007 0.017 0.011
H 0.72940 -3.64856 1.55914 -0.022 -0.038 0.010
H 1.00307 0.33089 -3.60653 -0.005 0.010 0.017
H 0.20777 -1.04085 -4.38059 0.018 0.004 -0.011
H 1.72321 -0.40909 -5.04150 -0.010 0.016 0.016
H 3.84462 -0.50518 -1.57796 0.009 0.008 -0.007
H 3.79082 0.11966 -3.22530 -0.003 0.001 0.017
H 4.66617 -1.37372 -2.88131 -0.014 0.023 0.016
H 2.15684 -3.84503 -4.56470 -0.024 0.014 -0.008
H 3.70515 -3.66028 -3.73669 -0.030 -0.011 -0.007
H 3.30139 -2.60202 -5.08850 0.002 -0.023 0.011
H 1.09709 -6.02452 -1.42725 0.019 0.020 -0.014
H 2.19778 -5.26268 -2.57890 0.013 0.024 -0.032
H 0.72147 -6.04047 -3.14948 0.013 -0.015 0.039
H -0.96091 -4.44859 0.03499 -0.002 -0.016 -0.005
H -1.66520 -5.27700 -1.35366 -0.023 0.018 0.008
H -2.09195 -3.59792 -1.02427 0.015 -0.011 -0.002
H -0.01749 -3.41838 -4.64662 0.018 0.008 -0.030
H -1.35211 -2.64117 -3.78018 0.050 -0.066 0.005
H -1.36422 -4.37363 -4.01729 0.007 0.032 -0.011
Se -0.04650 0.08423 2.02507 -0.096 0.058 0.063
Se 1.21242 -0.89155 3.67456 -0.075 0.076 -0.078
Te -2.43140 -3.17449 2.58061 0.072 -0.017 0.072
Se -1.35635 -1.61671 0.96089 -0.195 0.084 0.040
S 2.00084 1.39983 -0.64842 -0.050 0.175 -0.315
C 1.69286 2.73665 -1.59435 0.103 -0.173 0.326
N 2.31555 3.91422 -1.21398 -0.050 0.046 -0.110
C 2.16926 5.07913 -1.87131 0.023 -0.052 0.040
C 1.37213 5.12156 -2.96726 0.000 0.145 -0.082
C 0.74736 3.90840 -3.32850 0.038 -0.126 0.076
N 0.88908 2.77862 -2.68910 -0.060 0.062 -0.061
H 2.89816 3.85889 -0.39007 -0.033 -0.036 0.018
H 2.70831 5.92589 -1.47017 -0.024 0.015 -0.023
H 1.21489 6.03054 -3.52532 0.020 -0.001 0.018
H 0.09445 3.88641 -4.19787 -0.002 -0.022 0.018
C -1.75014 4.27671 -0.99641 -0.041 0.033 0.015
P -1.52056 2.77693 0.05990 0.107 -0.002 -0.104
C -1.45116 3.60048 1.69496 -0.027 0.021 0.006
C -2.56142 4.12463 2.35324 0.039 0.030 0.014
C -2.41370 4.76953 3.57314 -0.029 -0.015 -0.041
C -1.15574 4.89772 4.14735 0.013 0.000 0.012
C -0.04524 4.36834 3.50667 -0.001 -0.021 -0.021
C -0.19586 3.71746 2.28942 -0.053 -0.014 0.045
C -3.18349 2.03933 0.01691 -0.017 0.003 0.082
C -3.51610 1.11239 1.00636 -0.040 0.011 -0.035
C -4.69296 0.38420 0.92603 0.011 0.015 -0.019
C -5.55205 0.57053 -0.14785 -0.009 -0.027 0.053
C -5.23762 1.49560 -1.13064 0.023 0.049 -0.026
C -4.06025 2.22813 -1.05107 -0.014 -0.038 0.015
H -2.62944 4.86159 -0.71871 -0.005 -0.014 0.015
H -1.83037 3.98493 -2.04511 0.001 -0.005 -0.006
H -0.86217 4.90304 -0.88187 -0.015 -0.001 -0.010
H -3.54622 4.00765 1.91603 -0.007 0.005 -0.004
H -3.28456 5.16329 4.08298 0.006 -0.003 -0.002
H -1.04540 5.38891 5.10620 -0.002 -0.004 -0.004
H 0.93137 4.42915 3.97022 0.000 0.000 -0.003
H 0.65884 3.24693 1.81403 0.018 0.005 -0.018
H -2.83635 0.93490 1.83167 -0.003 0.015 0.024
H -4.90570 -0.36282 1.68042 -0.006 0.002 0.004
H -6.44473 -0.03337 -0.24139 0.015 0.010 -0.003
H -5.89342 1.62158 -1.98366 0.001 0.004 0.011
H -3.82094 2.92822 -1.84244 -0.007 0.007 -0.010
O -5.46737 -1.33076 -2.56421 0.027 -0.003 0.003
S -4.19233 -1.52026 -3.19221 -0.103 -0.009 -0.039
O -3.99384 -2.71042 -3.96909 0.011 0.032 0.011
N -2.95843 -1.33555 -2.11825 0.012 0.001 0.012
C -2.20526 -0.33365 -2.44872 0.153 0.092 0.030
O -1.12950 0.04163 -1.85202 0.379 -0.221 0.174
C -2.63776 0.43800 -3.65291 -0.002 0.028 0.033
C -2.03130 1.53996 -4.22140 0.036 0.027 -0.015
C -2.63596 2.10546 -5.33809 0.006 0.010 -0.003
C -3.80945 1.56880 -5.86475 0.021 -0.015 0.033
C -4.40207 0.44605 -5.29463 -0.011 0.009 -0.022
C -3.78768 -0.09753 -4.18611 -0.024 -0.059 0.027
H -1.10996 1.90848 -3.78881 0.020 0.042 -0.006
H -2.19402 2.97185 -5.81626 0.006 -0.010 0.008
H -4.26005 2.02717 -6.73586 -0.005 -0.002 0.000
H -5.30569 0.01665 -5.70662 0.003 -0.005 0.010
```
Forces are in eV/Å.

Values from the calculation:
total charge: -1
lowest unoccupied orbital energy (spin up / spin down): 0.736 / 0.739 eV
energy relative to the best compared isomer or geometry (same formula, charge and spin): 0.000 eV
DFT total energy: -12117.904747 a.u.
orbital gap (spin up / spin down): 4.5 / 4.5 eV
spin multiplicity: 2